Entry 1:
ORCA calculation (the ωB97M-V functional and the def2-TZVPD basis) on a 9-piece molecular cluster, C24H64ClO28S8 overall at a distorted geometry.

* Kohn-Sham gap (alpha / beta): 10.71 / 4.12 eV
* lowest unoccupied orbital energy (alpha / beta): -0.06 / -6.65 eV
* expectation value of S²: 0.762

```
! wB97M-V def2-TZVPD RIJCOSX def2/J DEFGRID3
* xyz 0 2
Cl -1.4374 0.8066 -0.6500
O -0.1871 1.1345 -1.2916
O -1.4298 1.2767 0.7251
O -2.4853 1.3560 -1.4448
O -1.4864 -0.6438 -0.6707
O 3.8881 1.4229 -4.6365
S 2.6899 1.7409 -3.8209
O 2.6601 1.7868 -2.3590
O 2.1535 3.2498 -4.3915
C 2.1146 3.5159 -5.8018
C 1.3607 4.8640 -6.0035
C 1.2194 0.6956 -4.4012
H 1.6169 2.7335 -6.3747
H 3.1567 3.5427 -6.1203
H 0.2878 4.9089 -5.8166
H 1.4715 5.1118 -7.0592
H 1.8138 5.7282 -5.5179
H 0.3002 1.2481 -4.2065
H 1.0577 -0.1362 -3.7156
H 1.2356 0.2899 -5.4128
O 2.3174 -0.0437 2.6138
S 2.5908 1.3563 2.7246
O 1.7772 2.2568 3.5632
O 4.1339 1.6002 3.1719
C 4.6236 2.8519 3.5019
C 4.8886 2.9358 5.0274
C 2.7758 2.0230 0.9996
H 3.9162 3.6148 3.1769
H 5.5711 3.0782 3.0129
H 3.9128 2.8849 5.5105
H 5.2836 3.9187 5.2846
H 5.4525 2.0997 5.4409
H 3.4239 1.2659 0.5581
H 3.2363 3.0109 1.0058
H 1.8516 1.9762 0.4236
O 0.9345 7.0273 -2.6002
S 0.1220 6.0563 -1.8826
O -0.9028 6.4975 -0.9249
O -0.6431 5.1507 -3.0538
C -1.5436 4.1222 -2.6972
C -2.5214 3.9199 -3.8717
C 1.2390 4.7641 -1.1498
H -2.0149 4.2525 -1.7231
H -0.8807 3.2718 -2.5378
H -3.3303 4.6413 -3.7565
H -3.0469 2.9659 -3.8286
H -2.0358 3.9192 -4.8475
H 0.5613 3.9895 -0.7908
H 1.9379 5.1571 -0.4115
H 1.7960 4.2807 -1.9524
O -5.2358 2.9424 5.1478
S -4.2792 2.7625 4.0436
O -4.3978 3.4257 2.7412
O -2.7025 3.0141 4.6254
C -2.3991 2.5609 5.9408
C -0.8713 2.4996 6.0956
C -4.1800 0.9308 3.5961
H -2.7113 1.5437 6.1773
H -2.9381 3.2369 6.6046
H -0.3631 3.4211 5.8116
H -0.5913 1.7914 5.3157
H -0.5056 2.1344 7.0553
H -3.4903 0.8703 2.7542
H -5.2001 0.5950 3.4096
H -3.8233 0.3512 4.4476
O -3.2853 -2.3992 4.2394
S -1.8771 -2.0281 4.4128
O -1.5214 -0.8819 5.2124
O -0.9987 -3.3631 4.8877
C 0.3911 -3.2994 4.9564
C 1.0806 -4.4640 5.6760
C -1.3025 -1.7601 2.6721
H 0.5456 -2.3725 5.5088
H 0.8541 -3.1985 3.9748
H 0.8567 -4.4147 6.7416
H 2.1530 -4.2733 5.6340
H 0.8266 -5.4456 5.2760
H -1.9169 -0.9364 2.3085
H -1.4749 -2.6751 2.1054
H -0.2835 -1.3871 2.7750
O -2.5662 -4.8599 -3.0233
S -2.3086 -4.6664 -1.6048
O -3.1572 -3.8422 -0.7301
O -1.9746 -6.0878 -0.8903
C -2.0748 -6.3243 0.4790
C -1.8413 -7.7756 0.8929
C -0.6034 -4.0206 -1.3994
H -3.0789 -6.0779 0.8245
H -1.3840 -5.6537 0.9901
H -1.7534 -7.9243 1.9691
H -0.8791 -8.1340 0.5271
H -2.5990 -8.3921 0.4092
H -0.5332 -3.8091 -0.3324
H -0.4827 -3.0832 -1.9423
H 0.0429 -4.8476 -1.6934
O 2.4396 -4.0403 -1.0663
S 2.3159 -3.2207 0.1365
O 1.3507 -3.5848 1.1129
O 3.8155 -3.0509 0.8393
C 3.9398 -2.5407 2.1706
C 4.7107 -3.5345 2.9909
C 1.9820 -1.4967 -0.4242
H 2.9374 -2.4597 2.5910
H 4.3580 -1.5348 2.1339
H 5.6933 -3.8399 2.6313
H 4.1430 -4.4581 3.1038
H 4.8595 -3.1640 4.0051
H 1.2024 -1.5208 -1.1856
H 2.8354 -0.9534 -0.8302
H 1.6453 -0.9151 0.4340
O -2.9175 1.0243 -7.9410
S -2.1772 0.2041 -6.9847
O -0.7646 0.5069 -6.6942
O -2.9479 0.1622 -5.5482
C -2.4012 -0.5481 -4.3953
C -3.4582 -1.3965 -3.6925
C -2.3740 -1.5599 -7.4506
H -2.0075 0.2353 -3.7477
H -1.4898 -1.1180 -4.5761
H -4.2129 -0.6884 -3.3503
H -3.0080 -1.8499 -2.8094
H -3.8823 -2.0684 -4.4387
H -2.1139 -2.1464 -6.5694
H -1.6939 -1.8036 -8.2668
H -3.3716 -1.7993 -7.8187
*
```

Löwdin atomic charge list, values in e, 2 entries: 0.701 -0.150

***

Entry 2:
ORCA calculation (the ωB97M-V functional and the def2-TZVPD basis) on C24H64IN4O13PSi2 as an isolated structure at a distorted geometry.

* Kohn-Sham gap: 8.57 eV
* lowest unoccupied orbital energy: 0.35 eV

```
! wB97M-V def2-TZVPD RIJCOSX def2/J DEFGRID3
* xyz 0 1
C 5.9665 -4.8939 -0.0366
C 4.5538 -4.6838 -0.5757
N 3.7345 -3.7038 0.1598
C 4.3210 -2.3654 0.1776
C 3.3610 -1.2620 -0.2735
Si 1.7068 -1.2034 0.6105
C 1.7863 -1.3762 2.4834
C 2.6600 -0.3741 3.2228
N 3.5350 -1.0636 4.1873
N 1.8066 0.5389 4.0216
N 3.4601 0.4700 2.3082
O 0.8147 -2.5523 0.0522
Si -0.8066 -2.3623 -0.0667
O -1.4645 -1.6104 1.2585
I -1.3401 -1.2053 -2.1507
P -1.6087 -4.4842 -0.0746
O -2.7590 -4.4621 1.1080
O -2.4955 -4.4906 -1.4552
C 3.4292 -4.2014 1.4414
C 2.2820 -5.1654 1.4964
O 4.0124 -3.9114 2.4388
H 6.3072 -5.8824 -0.2963
H 6.6362 -4.1894 -0.5082
H 6.0297 -4.7617 1.0312
H 4.0310 -5.6269 -0.5112
H 4.5503 -4.4291 -1.6228
H 5.1473 -2.3681 -0.5177
H 4.7491 -2.0889 1.1369
H 3.8530 -0.3122 -0.1390
H 3.1757 -1.3405 -1.3366
H 0.9465 -0.0052 0.1985
H 2.0311 -2.3959 2.7458
H 0.7823 -1.2156 2.8436
H 4.4923 -0.7515 4.0900
H 3.5222 -2.0655 4.0485
H 1.7531 1.4183 3.5139
H 2.3518 0.7525 4.8484
H 4.2562 -0.0836 2.0044
H 3.8682 1.2087 2.8735
H -1.2229 -2.1411 2.0333
H -2.6524 -5.2327 1.6782
H -3.1512 -5.2011 -1.4224
H 2.3705 -5.7258 2.4095
H 2.3076 -5.8671 0.6751
H 1.3384 -4.6404 1.4876
C -1.4897 3.9409 -7.2527
O -0.9932 4.0223 -5.9302
C -1.9173 3.5480 -4.9590
C -1.5407 2.1704 -4.4638
O -1.6946 1.1871 -5.4791
C -0.4651 0.7868 -6.0557
H -0.6700 4.1774 -7.9296
H -1.8593 2.9382 -7.4827
H -2.2933 4.6696 -7.4068
H -2.9367 3.5544 -5.3559
H -1.8821 4.2431 -4.1140
H -2.2166 1.8937 -3.6478
H -0.5191 2.1671 -4.0727
H 0.1231 0.2032 -5.3384
H 0.1204 1.6467 -6.3911
H -0.6912 0.1585 -6.9159
C 8.3049 -0.4432 4.2437
O 7.3279 -0.5391 5.2648
C 7.0002 -1.8830 5.5980
C 7.6548 -2.3145 6.8895
O 9.0652 -2.4102 6.7532
C 9.7562 -1.3152 7.3270
H 8.6001 0.6019 4.1645
H 9.1884 -1.0427 4.4754
H 7.8890 -0.7647 3.2818
H 7.2746 -2.5609 4.7846
H 5.9131 -1.9250 5.7236
H 7.2880 -3.3113 7.1535
H 7.3882 -1.6299 7.6996
H 9.6872 -1.3480 8.4196
H 9.3658 -0.3598 6.9673
H 10.8032 -1.3972 7.0402
C -8.5913 3.1531 -3.1526
O -8.7856 3.1949 -4.5555
C -7.9798 4.1685 -5.2018
C -6.7940 3.5381 -5.8965
O -5.8736 2.9970 -4.9611
C -5.9613 1.5848 -4.8632
H -9.1275 2.2871 -2.7688
H -7.5329 3.0541 -2.8966
H -8.9983 4.0545 -2.6816
H -7.6430 4.9273 -4.4894
H -8.6067 4.6622 -5.9516
H -6.2648 4.3126 -6.4619
H -7.1256 2.7716 -6.6027
H -5.5783 1.1173 -5.7761
H -6.9893 1.2581 -4.6877
H -5.3456 1.2653 -4.0237
C -7.4848 3.2706 2.7733
O -7.6430 3.3148 1.3669
C -6.8214 4.2903 0.7429
C -5.6184 3.6624 0.0770
O -4.7143 3.1210 1.0278
C -4.7970 1.7094 1.1320
H -8.0306 2.4032 3.1406
H -6.4339 3.1720 3.0565
H -7.9046 4.1709 3.2352
H -6.5038 5.0492 1.4637
H -7.4305 4.7835 -0.0224
H -5.0779 4.4371 -0.4770
H -5.9356 2.8959 -0.6367
H -4.4041 1.2403 0.2249
H -5.8253 1.3784 1.2993
H -4.1872 1.3980 1.9781
*
```

Löwdin atomic charge list, values in e, 2 entries: -0.062 -0.202